Density functional theory data (ωB97M-V with the def2-TZVPD basis set) for a molecular structure, C23H41Br12F3Nb.

Structure (ORCA input):
```
! wB97M-V def2-TZVPD RIJCOSX def2/J DEFGRID3
* xyz -1 1
C 0.617 -3.736 -1.340
C -0.860 -3.940 -1.048
C -1.581 -4.873 -1.815
C -2.927 -5.109 -1.679
C -3.607 -4.353 -0.698
C -2.908 -3.456 0.071
C -1.520 -3.202 -0.065
C -0.907 -2.143 0.828
Nb 0.836 -2.773 2.172
C -0.527 -3.799 3.686
C -2.026 -3.385 3.756
C -2.297 -2.135 4.599
F -1.467 -1.120 4.395
F -2.314 -2.486 5.915
F -3.588 -1.735 4.348
H 0.855 -2.666 -1.389
H 0.804 -4.142 -2.352
H 1.285 -4.281 -0.667
H -1.039 -5.449 -2.571
H -3.493 -5.815 -2.278
H -4.677 -4.432 -0.505
H -3.447 -2.885 0.832
H -0.526 -1.365 0.153
H -1.673 -1.667 1.466
H 1.086 -4.400 1.350
H 1.883 -1.967 0.958
H 0.851 -1.160 3.072
H 2.320 -3.211 3.168
H -0.433 -4.890 3.557
H -0.095 -3.587 4.686
H -2.553 -4.185 4.307
H -2.535 -3.313 2.789
Br 0.875 0.823 0.411
C 0.304 1.963 1.877
C 0.066 3.385 1.441
Br 1.730 4.368 1.188
H 1.062 1.873 2.650
H -0.624 1.516 2.231
H -0.469 3.933 2.217
H -0.483 3.455 0.506
Br 4.401 6.576 1.261
C 3.694 8.230 2.000
C 3.598 8.174 3.503
Br 2.074 7.116 4.086
H 2.736 8.406 1.519
H 4.398 9.001 1.693
H 3.427 9.168 3.911
H 4.479 7.740 3.967
Br -7.706 -5.446 -4.407
C -6.603 -4.067 -5.230
C -5.148 -4.240 -4.880
Br -4.753 -3.648 -3.062
H -7.004 -3.110 -4.910
H -6.760 -4.183 -6.302
H -4.527 -3.618 -5.523
H -4.815 -5.273 -4.950
Br 6.403 -3.883 -1.385
C 5.786 -2.117 -0.832
C 5.594 -2.040 0.660
Br 3.940 -2.930 1.223
H 4.876 -1.913 -1.386
H 6.569 -1.431 -1.157
H 5.478 -1.004 0.977
H 6.410 -2.497 1.214
Br -2.802 4.036 -1.118
C -2.280 5.836 -0.594
C -1.973 6.692 -1.794
Br -0.231 6.262 -2.545
H -1.435 5.738 0.083
H -3.135 6.234 -0.050
H -1.910 7.741 -1.510
H -2.700 6.580 -2.594
Br 3.755 4.916 -2.101
C 3.060 3.672 -3.425
C 2.669 2.364 -2.790
Br 4.233 1.280 -2.390
H 3.821 3.566 -4.192
H 2.187 4.165 -3.850
H 2.075 1.767 -3.480
H 2.123 2.487 -1.858
*
```

The computed Mulliken charges, all in e, follow: atom 1 (C): -1.475, atom 2 (C): 1.896, atom 3 (C): -0.559, atom 4 (C): -0.689, atom 5 (C): -1.812, atom 6 (C): -0.434, atom 7 (C): 1.614, atom 8 (C): -2.300, atom 9 (Nb): -0.811, atom 10 (C): -1.246, atom 11 (C): -0.067, atom 12 (C): 0.712, atom 13 (F): -0.166, atom 14 (F): -0.295, atom 15 (F): -0.322, atom 16 (H): 0.170, atom 17 (H): 0.397, atom 18 (H): 0.241, atom 19 (H): 0.309, atom 20 (H): 0.674, atom 21 (H): 0.533, atom 22 (H): 0.433, atom 23 (H): 0.319, atom 24 (H): 0.473, atom 25 (H): 0.058, atom 26 (H): 0.106, atom 27 (H): -0.001, atom 28 (H): 0.022, atom 29 (H): 0.379, atom 30 (H): 0.467, atom 31 (H): 0.390, atom 32 (H): -0.041, atom 33 (Br): -0.106, atom 34 (C): -0.682, atom 35 (C): -0.393, atom 36 (Br): -0.050, atom 37 (H): 0.426, atom 38 (H): 0.358, atom 39 (H): 0.450, atom 40 (H): 0.025, atom 41 (Br): -0.163, atom 42 (C): -0.601, atom 43 (C): -0.535, atom 44 (Br): -0.135, atom 45 (H): 0.357, atom 46 (H): 0.346, atom 47 (H): 0.326, atom 48 (H): 0.347, atom 49 (Br): -0.159, atom 50 (C): -0.548, atom 51 (C): -0.673, atom 52 (Br): 0.013, atom 53 (H): 0.355, atom 54 (H): 0.355, atom 55 (H): 0.353, atom 56 (H): 0.355, atom 57 (Br): -0.183, atom 58 (C): -0.491, atom 59 (C): -0.685, atom 60 (Br): 0.064, atom 61 (H): 0.278, atom 62 (H): 0.350, atom 63 (H): 0.347, atom 64 (H): 0.354, atom 65 (Br): -0.130, atom 66 (C): -0.499, atom 67 (C): -0.589, atom 68 (Br): -0.104, atom 69 (H): 0.233, atom 70 (H): 0.376, atom 71 (H): 0.338, atom 72 (H): 0.383, atom 73 (Br): -0.137, atom 74 (C): -0.507, atom 75 (C): -0.297, atom 76 (Br): -0.119, atom 77 (H): 0.388, atom 78 (H): 0.291, atom 79 (H): 0.356, atom 80 (H): -0.013

=====

Density functional theory data (ωB97M-V with the def2-TZVPD basis set) for a molecular structure, C48H47BF5N11ReS2.

Structure (ORCA input):
```
! wB97M-V def2-TZVPD RIJCOSX def2/J DEFGRID3
* xyz 2 2
Re -0.472 -0.163 0.037
C -4.677 2.251 2.475
C -4.061 1.398 1.434
C -4.669 0.929 0.286
C -3.694 0.244 -0.447
N -2.542 0.272 0.273
N -2.784 0.978 1.410
B -1.693 1.380 2.422
N -0.985 0.122 2.964
N -0.378 -0.772 2.152
C 0.081 -1.788 2.915
C -0.217 -1.490 4.251
C -0.898 -0.288 4.245
C -1.487 0.421 5.404
C 0.711 -3.031 2.476
C 0.697 -4.138 3.334
C 1.277 -5.334 2.957
C 1.892 -5.458 1.719
C 1.938 -4.362 0.874
C 1.349 -3.168 1.244
N -0.663 2.259 1.690
N 0.003 1.827 0.597
C 0.884 2.797 0.232
C 0.699 3.878 1.103
C -0.269 3.502 2.018
C -0.780 4.286 3.164
C 1.921 2.774 -0.803
C 2.923 3.754 -0.755
C 3.892 3.841 -1.735
C 3.910 2.943 -2.791
C 2.963 1.933 -2.828
C 1.994 1.852 -1.847
C -3.960 -0.312 -1.774
C -5.086 0.126 -2.483
C -5.371 -0.367 -3.741
C -4.540 -1.303 -4.346
C -3.428 -1.756 -3.660
C -3.153 -1.276 -2.391
H -5.731 2.378 2.240
H -4.203 3.232 2.494
H -4.586 1.809 3.464
H -5.696 1.067 0.028
H -2.179 1.977 3.303
H 0.065 -2.055 5.113
H -1.315 -0.156 6.309
H -2.559 0.550 5.265
H -1.049 1.407 5.542
H 0.218 -4.075 4.298
H 1.251 -6.178 3.628
H 2.326 -6.398 1.416
H 2.446 -4.438 -0.075
H 1.378 -2.333 0.569
H 1.179 4.831 1.068
H -0.219 5.214 3.248
H -0.686 3.732 4.097
H -1.831 4.529 3.018
H 2.955 4.459 0.060
H 4.637 4.620 -1.673
H 4.655 3.027 -3.567
H 2.971 1.211 -3.630
H 1.272 1.056 -1.915
H -5.748 0.863 -2.060
H -6.246 -0.017 -4.266
H -4.766 -1.678 -5.332
H -2.774 -2.495 -4.100
H -2.318 -1.682 -1.861
F -0.765 6.430 -3.061
C -0.853 5.118 -2.903
C -1.545 4.587 -1.820
F -2.134 5.380 -0.927
C -1.600 3.212 -1.634
F -2.270 2.756 -0.566
C -0.980 2.319 -2.506
S -0.957 0.567 -2.340
C -0.329 2.873 -3.615
F 0.266 2.064 -4.488
C -0.241 4.247 -3.805
F 0.451 4.721 -4.832
N -2.535 -2.461 1.571
C -1.829 -2.982 0.560
N -1.081 -2.308 -0.299
C -0.628 -3.154 -1.314
C -0.020 -2.765 -2.503
C 0.318 -3.731 -3.430
C 0.057 -5.077 -3.199
C -0.597 -5.476 -2.049
C -0.947 -4.507 -1.127
S -1.916 -4.701 0.312
H -2.602 -1.462 1.690
H -3.090 -3.058 2.160
H 0.121 -1.718 -2.724
H 0.773 -3.435 -4.360
H 0.325 -5.815 -3.939
H -0.855 -6.509 -1.889
C 4.870 -1.865 -0.481
N 3.578 -1.240 -0.662
C 2.855 -1.651 -1.836
C 3.061 -0.378 0.225
N 1.769 -0.141 0.369
N 3.947 0.244 1.066
C 3.512 0.766 2.342
C 5.144 0.885 0.553
H 4.768 -2.940 -0.648
H 5.232 -1.703 0.532
H 5.608 -1.488 -1.193
H 3.452 -1.436 -2.726
H 1.922 -1.101 -1.888
H 2.640 -2.722 -1.815
H 1.717 0.565 1.099
H 2.782 0.094 2.792
H 3.097 1.779 2.278
H 4.378 0.808 3.001
H 5.289 0.651 -0.496
H 6.019 0.571 1.125
H 5.043 1.970 0.638
*
```

These are the Mulliken partial charges, in e, on atoms 1 to 99: atom 1 (Re): 1.583, atom 2 (C): -1.583, atom 3 (C): 1.127, atom 4 (C): -1.473, atom 5 (C): -0.134, atom 6 (N): -0.117, atom 7 (N): 0.819, atom 8 (B): -2.193, atom 9 (N): 0.876, atom 10 (N): 0.940, atom 11 (C): -0.359, atom 12 (C): -1.583, atom 13 (C): 0.457, atom 14 (C): -1.464, atom 15 (C): 1.567, atom 16 (C): -1.285, atom 17 (C): -1.092, atom 18 (C): -0.852, atom 19 (C): -0.633, atom 20 (C): 1.292, atom 21 (N): 0.748, atom 22 (N): 0.412, atom 23 (C): -0.085, atom 24 (C): -1.246, atom 25 (C): 0.426, atom 26 (C): -1.459, atom 27 (C): 1.790, atom 28 (C): -0.422, atom 29 (C): -1.116, atom 30 (C): -1.042, atom 31 (C): -0.973, atom 32 (C): 0.582, atom 33 (C): 1.309, atom 34 (C): -1.450, atom 35 (C): -0.855, atom 36 (C): -0.828, atom 37 (C): -0.627, atom 38 (C): 1.665, atom 39 (H): 0.467, atom 40 (H): 0.301, atom 41 (H): 0.272, atom 42 (H): 0.699, atom 43 (H): -0.012, atom 44 (H): 0.770, atom 45 (H): 0.465, atom 46 (H): 0.271, atom 47 (H): 0.246, atom 48 (H): 0.428, atom 49 (H): 0.437, atom 50 (H): 0.504, atom 51 (H): 0.436, atom 52 (H): -0.619, atom 53 (H): 0.734, atom 54 (H): 0.522, atom 55 (H): 0.174, atom 56 (H): 0.211, atom 57 (H): 0.410, atom 58 (H): 0.487, atom 59 (H): 0.543, atom 60 (H): 0.575, atom 61 (H): -0.569, atom 62 (H): 0.373, atom 63 (H): 0.443, atom 64 (H): 0.473, atom 65 (H): 0.480, atom 66 (H): -0.388, atom 67 (F): -0.294, atom 68 (C): 0.674, atom 69 (C): -0.044, atom 70 (F): -0.351, atom 71 (C): -1.112, atom 72 (F): 0.047, atom 73 (C): 1.032, atom 74 (S): 0.009, atom 75 (C): 0.011, atom 76 (F): -0.430, atom 77 (C): 0.483, atom 78 (F): -0.323, atom 79 (N): 0.034, atom 80 (C): 0.162, atom 81 (N): 0.530, atom 82 (C): -0.501, atom 83 (C): -0.561, atom 84 (C): -0.912, atom 85 (C): -0.950, atom 86 (C): -0.429, atom 87 (C): 0.646, atom 88 (S): -0.336, atom 89 (H): -0.121, atom 90 (H): 0.300, atom 91 (H): 0.713, atom 92 (H): 0.553, atom 93 (H): 0.484, atom 94 (H): 0.545, atom 95 (C): -1.261, atom 96 (N): 0.639, atom 97 (C): -0.658, atom 98 (C): -0.065, atom 99 (N): 0.626

=====

Density functional theory data (ωB97M-V with the def2-TZVPD basis set) for a molecular structure, C25H48B2BeF5LiN2O8S2.

Structure (ORCA input):
```
! wB97M-V def2-TZVPD RIJCOSX def2/J DEFGRID3
* xyz 2 1
C 5.023 2.550 -0.756
C 3.732 3.211 -1.282
O 2.571 2.769 -0.564
C 1.415 2.792 -1.369
C 0.359 2.035 -0.548
C -0.999 1.912 -1.264
B -1.627 3.417 -1.199
O -1.636 4.261 -2.293
O -2.177 3.819 -0.011
C -1.481 5.028 0.435
C -1.093 4.903 1.906
C -1.076 1.432 -2.728
C -0.143 0.234 -3.069
C -0.703 -0.916 -3.927
C 0.160 -2.146 -3.537
S 1.834 -1.898 -4.183
C 2.823 -1.085 -2.908
S 3.958 -0.038 -3.439
N 2.537 -1.373 -1.610
C 2.671 -2.859 -1.423
C 3.984 -3.452 -2.016
C 3.401 -0.641 -0.659
C 2.716 -0.682 0.741
C -2.582 1.273 -2.826
N -3.107 1.126 -1.686
C -2.087 1.079 -0.590
C -1.866 -0.466 -0.434
C -0.716 -0.833 0.522
C -1.016 -2.172 1.253
C -1.313 -1.991 2.713
O -1.049 -1.074 3.373
O -1.967 -3.054 3.316
H 5.636 2.306 -1.622
H 4.830 1.640 -0.190
H 5.568 3.232 -0.107
H 3.836 4.292 -1.132
H 3.651 3.020 -2.357
H 1.626 2.258 -2.304
H 1.139 3.845 -1.549
H 0.809 1.065 -0.338
H 0.211 2.610 0.366
H -0.716 4.345 -2.595
H -0.565 5.222 -0.128
H -2.186 5.852 0.331
H -0.540 5.803 2.169
H -1.951 4.745 2.554
H -0.415 4.051 2.003
H -0.740 2.216 -3.407
H 0.724 0.647 -3.582
H 0.231 -0.150 -2.119
H -0.549 -0.753 -4.993
H -1.738 -1.192 -3.701
H -0.261 -3.059 -3.963
H 0.138 -2.254 -2.453
H 2.701 -3.111 -0.365
H 1.803 -3.388 -1.811
H 3.785 -3.804 -3.028
H 4.246 -4.329 -1.428
H 4.803 -2.730 -1.983
H 3.502 0.410 -0.901
H 4.365 -1.133 -0.543
H 3.444 -0.619 1.544
H 2.087 -1.565 0.873
H 2.039 0.179 0.784
H -3.166 1.299 -3.736
H -4.097 1.029 -1.483
H -2.398 1.369 0.411
H -1.678 -0.947 -1.397
H -2.819 -0.879 -0.087
H -0.486 -0.039 1.233
H 0.209 -1.017 -0.027
H -1.897 -2.634 0.802
H -0.215 -2.894 1.103
H -2.052 -2.861 4.276
C -4.916 -0.746 4.534
O -6.200 -1.009 5.102
C -6.260 -2.159 5.755
O -5.366 -2.952 5.896
O -7.508 -2.305 6.250
C -7.689 -3.504 6.954
H -4.971 0.210 4.022
H -4.157 -0.681 5.312
H -4.654 -1.517 3.808
H -6.996 -3.539 7.835
H -7.523 -4.370 6.313
H -8.717 -3.525 7.316
B 7.309 -0.501 -1.998
F 6.917 -1.610 -2.806
F 8.497 -0.784 -1.343
F 7.449 0.634 -2.821
F 6.272 -0.256 -1.047
Li 3.964 -1.157 -5.687
F -1.715 -4.709 2.221
Be -7.194 -4.760 9.321
*
```

The computed Mulliken charges, all in e, follow: atom 1 (C): -1.028, atom 2 (C): -0.367, atom 3 (O): -0.331, atom 4 (C): -0.610, atom 5 (C): 0.041, atom 6 (C): 1.418, atom 7 (B): 0.149, atom 8 (O): -0.539, atom 9 (O): -0.594, atom 10 (C): -0.109, atom 11 (C): -1.161, atom 12 (C): 0.682, atom 13 (C): -0.193, atom 14 (C): -1.348, atom 15 (C): -0.240, atom 16 (S): -0.429, atom 17 (C): 0.765, atom 18 (S): -0.241, atom 19 (N): 0.662, atom 20 (C): -1.064, atom 21 (C): -1.151, atom 22 (C): -0.791, atom 23 (C): -0.815, atom 24 (C): -1.095, atom 25 (N): 0.089, atom 26 (C): -0.878, atom 27 (C): -1.372, atom 28 (C): 2.016, atom 29 (C): -1.691, atom 30 (C): 0.730, atom 31 (O): -0.434, atom 32 (O): -0.278, atom 33 (H): 0.240, atom 34 (H): 0.336, atom 35 (H): 0.430, atom 36 (H): 0.357, atom 37 (H): 0.308, atom 38 (H): 0.256, atom 39 (H): 0.440, atom 40 (H): -1.618, atom 41 (H): 0.180, atom 42 (H): 0.412, atom 43 (H): 0.143, atom 44 (H): 0.522, atom 45 (H): 0.384, atom 46 (H): 0.299, atom 47 (H): 0.255, atom 48 (H): 0.795, atom 49 (H): 1.111, atom 50 (H): -0.576, atom 51 (H): 0.418, atom 52 (H): 0.453, atom 53 (H): 0.542, atom 54 (H): -0.206, atom 55 (H): 0.703, atom 56 (H): 0.447, atom 57 (H): 0.264, atom 58 (H): 0.405, atom 59 (H): 0.238, atom 60 (H): -0.265, atom 61 (H): 0.685, atom 62 (H): 0.607, atom 63 (H): 0.046, atom 64 (H): 0.104, atom 65 (H): 0.578, atom 66 (H): 0.318, atom 67 (H): 0.766, atom 68 (H): 0.292, atom 69 (H): 0.834, atom 70 (H): 0.802, atom 71 (H): -2.230, atom 72 (H): 0.549, atom 73 (H): 0.668, atom 74 (H): 0.394, atom 75 (C): -0.592, atom 76 (O): -0.311, atom 77 (C): 0.782, atom 78 (O): -0.534, atom 79 (O): -0.292, atom 80 (C): -0.817, atom 81 (H): 0.293, atom 82 (H): 0.318, atom 83 (H): 0.234, atom 84 (H): 0.227, atom 85 (H): 0.468, atom 86 (H): 0.397, atom 87 (B): 0.455, atom 88 (F): -0.420, atom 89 (F): -0.324, atom 90 (F): -0.413, atom 91 (F): -0.246, atom 92 (Li): 0.925, atom 93 (F): -0.244, atom 94 (Be): 0.619

=====

| no. | E (Eh) | F_max (eV Å⁻¹) |
| --- | --- | --- |
| 1 | -32145.48448 | 2.4 |
| 2 | -3858.13456 | 2.2 |
| 3 | -3059.85757 | 3.1 |